C17H10CoO5PSe2 as an isolated structure at a distorted geometry. Source: OMol25; level of theory: ωB97M-V/def2-TZVPD.

Output
* HOMO energy (spin up / spin down): -0.27051 / -0.27263 Eh
* Kohn-Sham gap (spin up / spin down): 6.0193 / 2.5169 eV
* 2S+1: 5
* lowest unoccupied orbital energy (spin up / spin down): -0.049 / -0.180 Ha
* maximum force: 3.79 eV/A

Cartesian coordinates (Å):
Co: -1.80851 1.47710 -0.04795
O: -7.45415 0.82698 2.19500
C: -6.33734 1.02696 1.71331
C: -5.41007 -0.12804 1.48097
O: -5.55554 -1.35661 1.48497
C: -4.11521 0.52192 1.06234
C: -4.31621 1.91862 0.83807
O: -3.32143 2.61301 0.37926
C: -5.73857 2.29358 1.12821
O: -6.38597 3.31602 0.79777
O: -2.95487 -0.00029 0.71972
Se: 0.48003 1.82707 1.06444
P: 1.00818 0.41682 -0.57563
Se: -0.61707 0.52817 -2.05704
C: 2.58221 0.79374 -1.29067
C: 3.28475 -0.15112 -2.06910
C: 4.51812 0.12748 -2.70659
C: 5.01346 1.41482 -2.64704
C: 4.26251 2.34824 -1.90462
C: 3.03550 2.08710 -1.28722
C: 0.85406 -1.26098 0.23490
C: -0.21790 -1.48142 1.07101
C: -0.26917 -2.57327 1.88192
C: 0.70314 -3.52511 1.82878
C: 1.75010 -3.28597 0.95196
C: 1.96014 -2.12309 0.19220
H: 2.86306 -1.13892 -2.28715
H: 5.00471 -0.63994 -3.33772
H: 5.96779 1.68499 -3.07919
H: 4.75441 3.30148 -1.77404
H: 2.38682 2.90111 -0.87655
H: -1.12360 -0.80654 1.00148
H: -0.93053 -2.60970 2.73523
H: 0.76649 -4.33204 2.60581
H: 2.51130 -4.07286 0.93525
H: 2.84937 -1.93931 -0.36207



C17H10N3O5S5SeTc as an isolated structure. Source: OMol25; level of theory: ωB97M-V/def2-TZVPD.

Output
* total charge: -1
* HOMO energy (spin up / spin down): -0.19905 / -0.20593 Eh
* Kohn-Sham gap (spin up / spin down): 5.7010 / 5.6822 eV
* 2S+1: 4
* lowest unoccupied orbital energy (spin up / spin down): 0.010 / 0.003 Ha
* maximum force: 0.37 eV/A

Cartesian coordinates (Å):
Tc: 1.37159 0.23656 0.33726
O: -4.18350 4.49268 0.65060
C: -3.75114 4.08673 -0.44201
O: -4.16748 4.23958 -1.60295
C: -2.50212 3.16937 -0.32888
C: -2.16637 2.28954 -1.34986
C: -1.08777 1.43799 -1.20605
N: -0.32081 1.45606 -0.11222
C: -0.60625 2.33819 0.86658
C: -1.68898 3.18738 0.80233
C: 0.33402 2.31725 2.04388
O: 0.15985 2.97801 3.03907
O: 1.36380 1.48885 1.89464
H: -2.76009 2.29504 -2.25360
H: -0.80726 0.72049 -1.96714
H: -1.92060 3.84863 1.62504
S: 3.17394 0.77887 -6.69883
C: 2.80192 0.63182 -5.10460
S: 1.86517 -0.67328 -4.46157
C: 1.90017 -0.17376 -2.78842
C: 2.54463 0.98549 -2.52735
S: 2.75939 1.65760 -0.93128
S: 3.22860 1.80745 -3.90968
S: 1.18619 -1.19653 -1.56803
C: 3.99760 -1.16535 0.50215
O: 2.78956 -0.80237 1.11920
H: 4.54816 -1.82877 1.17702
H: 4.61248 -0.28437 0.28795
H: 3.81415 -1.69298 -0.44242
Se: 0.74354 -0.86936 3.38888
N: 0.14463 -0.96660 1.70292
C: -0.63941 -2.03324 1.59455
C: -1.35241 -2.42924 0.42288
C: -2.12835 -3.53950 0.49120
C: -2.25119 -4.30999 1.69394
C: -1.60139 -3.95630 2.82772
C: -0.77416 -2.79150 2.80856
N: -0.10232 -2.33096 3.85156
H: -1.26715 -1.84347 -0.48109
H: -2.67944 -3.85549 -0.38505
H: -2.88807 -5.18443 1.68547
H: -1.69309 -4.51609 3.74761



One molecule with the formula C17H10O2S5 at a distorted geometry. Source: OMol25; level of theory: ωB97M-V/def2-TZVPD.

Output
* HOMO energy: -0.30248 Eh
* Kohn-Sham gap: 7.4341 eV
* lowest unoccupied orbital energy: -0.029 Ha
* structure (SMILES): O=C(Sc1sc(=S)sc1SC(=O)c1ccccc1)c1ccccc1
* maximum force: 5.51 eV/A

Cartesian coordinates (Å):
O: 0.93287 -2.19305 1.14308
C: 0.32488 -2.76957 0.21615
S: -0.80439 -1.79835 -0.60935
C: 0.25904 -0.46007 -1.26492
S: 1.72570 -0.95853 -2.15645
C: 2.17318 0.64316 -2.65482
S: 3.43144 1.20868 -3.66606
S: 1.29171 1.97643 -1.82001
C: 0.05260 0.89692 -1.09898
S: -1.14677 1.52181 0.03058
C: -1.47016 3.15499 -0.50730
O: -2.05444 3.35832 -1.53129
C: -1.44592 4.23621 0.56508
C: -0.35383 4.09431 1.52754
C: -0.17346 5.15111 2.47496
C: -0.92155 6.33689 2.29291
C: -2.00692 6.47016 1.36041
C: -2.29269 5.33780 0.53347
C: 0.44766 -4.28643 -0.02293
C: -0.41199 -4.97080 -0.85941
C: -0.07254 -6.32701 -1.11250
C: 0.99963 -6.99313 -0.62067
C: 1.77747 -6.34457 0.22580
C: 1.57918 -4.95225 0.53302
H: 0.22057 3.11211 1.52437
H: 0.45134 5.37365 3.24930
H: -0.68584 7.27271 2.97821
H: -2.75149 7.27072 1.26677
H: -3.16493 5.43138 -0.13408
H: -1.28627 -4.55940 -1.26431
H: -0.78043 -6.94005 -1.78519
H: 1.22654 -8.05384 -0.67801
H: 2.57564 -6.78613 0.74368
H: 2.35418 -4.45417 1.12093



Q: Which of these has the lowest maximum force?
A: C17H10N3O5S5SeTc



Repeat the first record exactly.
C17H10CoO5PSe2 as an isolated structure at a distorted geometry. Source: OMol25; level of theory: ωB97M-V/def2-TZVPD.

Output
* HOMO energy (spin up / spin down): -0.27051 / -0.27263 Eh
* Kohn-Sham gap (spin up / spin down): 6.0193 / 2.5169 eV
* 2S+1: 5
* lowest unoccupied orbital energy (spin up / spin down): -0.049 / -0.180 Ha
* maximum force: 3.79 eV/A

Cartesian coordinates (Å):
Co: -1.80851 1.47710 -0.04795
O: -7.45415 0.82698 2.19500
C: -6.33734 1.02696 1.71331
C: -5.41007 -0.12804 1.48097
O: -5.55554 -1.35661 1.48497
C: -4.11521 0.52192 1.06234
C: -4.31621 1.91862 0.83807
O: -3.32143 2.61301 0.37926
C: -5.73857 2.29358 1.12821
O: -6.38597 3.31602 0.79777
O: -2.95487 -0.00029 0.71972
Se: 0.48003 1.82707 1.06444
P: 1.00818 0.41682 -0.57563
Se: -0.61707 0.52817 -2.05704
C: 2.58221 0.79374 -1.29067
C: 3.28475 -0.15112 -2.06910
C: 4.51812 0.12748 -2.70659
C: 5.01346 1.41482 -2.64704
C: 4.26251 2.34824 -1.90462
C: 3.03550 2.08710 -1.28722
C: 0.85406 -1.26098 0.23490
C: -0.21790 -1.48142 1.07101
C: -0.26917 -2.57327 1.88192
C: 0.70314 -3.52511 1.82878
C: 1.75010 -3.28597 0.95196
C: 1.96014 -2.12309 0.19220
H: 2.86306 -1.13892 -2.28715
H: 5.00471 -0.63994 -3.33772
H: 5.96779 1.68499 -3.07919
H: 4.75441 3.30148 -1.77404
H: 2.38682 2.90111 -0.87655
H: -1.12360 -0.80654 1.00148
H: -0.93053 -2.60970 2.73523
H: 0.76649 -4.33204 2.60581
H: 2.51130 -4.07286 0.93525
H: 2.84937 -1.93931 -0.36207



Q: maximum force of number 2 (C17H10N3O5S5SeTc)?
A: 0.37 eV/A



Q: Which of these has the highest maximum force?
A: C17H10O2S5